Entry 1:
{"formula": "C36H37IrN2OPSbSe7Si", "method": "wB97M-V/def2-TZVPD", "e_tot_ha": -19364.5876, "total_charge": -1, "s_squared": 0.756, "relative_energy_kcal_mol": 0.0, "spin_multiplicity": 2, "elements": ["Ir", "Se", "P", "Se", "C", "C", "C", "C", "C", "C", "C", "C", "C", "C", "C", "C", "H", "H", "H", "H", "H", "H", "H", "H", "H", "H", "Se", "Sb", "Se", "Se", "Se", "C", "N", "C", "Se", "N", "C", "C", "C", "C", "C", "C", "H", "H", "H", "H", "H", "H", "H", "H", "C", "C", "C", "C", "Si", "O", "C", "C", "C", "C", "C", "C", "C", "C", "C", "C", "C", "C", "H", "H", "H", "H", "H", "H", "H", "H", "H", "H", "H", "H", "H", "H", "H", "H", "H", "H", "H"], "positions_angstrom": [[0.57, 0.17, -0.07], [1.31, 1.50, 2.07], [-0.21, 2.86, 1.38], [-0.60, 2.29, -0.69], [-1.73, 2.75, 2.36], [-1.87, 1.81, 3.37], [-3.07, 1.72, 4.07], [-4.12, 2.56, 3.75], [-3.99, 3.49, 2.73], [-2.80, 3.59, 2.04], [0.24, 4.62, 1.53], [0.49, 5.14, 2.80], [0.84, 6.47, 2.95], [0.93, 7.29, 1.83], [0.67, 6.78, 0.57], [0.33, 5.44, 0.42], [-1.04, 1.15, 3.60], [-3.18, 0.98, 4.85], [-5.06, 2.47, 4.29], [-4.82, 4.14, 2.47], [-2.70, 4.30, 1.23], [0.41, 4.49, 3.67], [1.04, 6.86, 3.94], [1.19, 8.33, 1.95], [0.73, 7.42, -0.30], [0.13, 5.03, -0.57], [-4.07, -0.34, -2.18], [-2.20, -1.67, -1.55], [0.05, -0.75, -2.29], [-1.38, -0.74, 0.79], [-2.22, -4.05, -1.46], [3.53, 4.18, -1.11], [2.69, 3.59, -2.14], [2.40, 2.28, -2.26], [2.94, 0.88, -1.18], [1.60, 2.14, -3.33], [1.33, 3.37, -3.90], [0.54, 3.76, -4.96], [0.51, 5.11, -5.26], [1.24, 6.04, -4.52], [2.02, 5.65, -3.45], [2.05, 4.30, -3.14], [3.81, 3.39, -0.42], [2.97, 4.95, -0.58], [4.42, 4.62, -1.56], [1.19, 1.24, -3.57], [-0.03, 3.04, -5.53], [-0.10, 5.46, -6.09], [1.19, 7.09, -4.79], [2.59, 6.37, -2.86], [1.25, -2.12, 3.48], [1.70, -3.23, 2.53], [0.46, -3.94, 1.98], [2.55, -4.24, 3.32], [2.64, -2.52, 1.04], [1.89, -1.28, 0.38], [4.35, -1.87, 1.54], [4.44, -0.84, 2.48], [5.66, -0.25, 2.82], [6.83, -0.69, 2.21], [6.77, -1.70, 1.26], [5.54, -2.28, 0.94], [2.87, -3.95, -0.17], [3.76, -5.01, 0.06], [3.82, -6.09, -0.81], [2.98, -6.15, -1.91], [2.09, -5.11, -2.15], [2.04, -4.02, -1.29], [0.56, -2.52, 4.23], [0.73, -1.32, 2.95], [2.09, -1.68, 4.03], [-0.21, -4.23, 2.80], [0.73, -4.85, 1.43], [-0.11, -3.31, 1.29], [1.97, -4.63, 4.17], [3.46, -3.79, 3.71], [2.83, -5.09, 2.70], [3.54, -0.46, 2.95], [5.69, 0.55, 3.55], [7.78, -0.24, 2.47], [7.67, -2.04, 0.77], [5.52, -3.05, 0.18], [4.41, -4.99, 0.92], [4.51, -6.90, -0.61], [3.01, -7.00, -2.58], [1.41, -5.14, -3.00], [1.34, -3.22, -1.48]]}

=====

Entry 2:
{"formula": "C40H102N2O11", "method": "wB97M-V/def2-TZVPD", "smiles": "CC1(C)CCCC(C)(C)N1O.COC[C@H](C)N.CC(C)O.CC(C)O.CC(C)O.CC(C)O.CC(C)O.CC(C)O.CC(C)O.CC(C)O.CC(C)O", "e_tot_ha": -2522.2495, "total_charge": 0, "elements": ["C", "C", "C", "O", "C", "N", "H", "H", "H", "H", "H", "H", "H", "H", "H", "H", "H", "C", "C", "C", "O", "H", "H", "H", "H", "H", "H", "H", "H", "C", "C", "C", "O", "H", "H", "H", "H", "H", "H", "H", "H", "C", "C", "C", "O", "H", "H", "H", "H", "H", "H", "H", "H", "C", "C", "C", "O", "H", "H", "H", "H", "H", "H", "H", "H", "C", "C", "C", "O", "H", "H", "H", "H", "H", "H", "H", "H", "C", "C", "C", "O", "H", "H", "H", "H", "H", "H", "H", "H", "C", "C", "C", "O", "H", "H", "H", "H", "H", "H", "H", "H", "C", "C", "C", "O", "H", "H", "H", "H", "H", "H", "H", "H", "C", "C", "C", "O", "H", "H", "H", "H", "H", "H", "H", "H", "C", "C", "C", "C", "C", "C", "N", "O", "C", "C", "C", "H", "H", "H", "H", "H", "H", "H", "H", "H", "H", "H", "H", "H", "H", "H", "H", "H", "H", "H"], "positions_angstrom": [[-21.32, -2.72, 18.41], [-22.01, -3.12, 17.06], [-23.18, -4.14, 17.24], [-23.56, -4.65, 15.92], [-22.93, -5.89, 15.57], [-22.56, -1.82, 16.52], [-21.15, -3.66, 18.93], [-22.04, -2.17, 19.02], [-20.43, -2.12, 18.22], [-21.32, -3.60, 16.37], [-24.12, -3.77, 17.66], [-22.91, -4.95, 17.92], [-23.31, -6.28, 14.63], [-23.04, -6.55, 16.43], [-21.85, -5.81, 15.48], [-23.04, -2.02, 15.65], [-23.33, -1.45, 17.06], [-19.65, -0.99, 14.38], [-18.45, -0.90, 15.38], [-17.08, -1.07, 14.69], [-18.44, 0.35, 15.99], [-19.52, -1.88, 13.76], [-19.77, -0.07, 13.82], [-20.59, -1.18, 14.91], [-18.59, -1.62, 16.19], [-16.87, -2.10, 14.40], [-16.18, -0.75, 15.23], [-16.97, -0.45, 13.80], [-19.30, 0.44, 16.42], [-17.38, -2.66, 18.73], [-15.94, -2.88, 18.33], [-14.95, -2.12, 19.21], [-15.62, -4.28, 18.39], [-18.04, -3.29, 18.14], [-17.64, -1.60, 18.65], [-17.65, -2.86, 19.77], [-15.77, -2.56, 17.30], [-15.14, -2.32, 20.27], [-14.94, -1.07, 18.92], [-13.99, -2.56, 18.97], [-14.72, -4.33, 18.08], [-11.51, -1.68, 14.99], [-11.97, -0.41, 15.61], [-12.73, -0.66, 16.85], [-10.90, 0.42, 15.94], [-11.00, -2.31, 15.72], [-10.81, -1.52, 14.17], [-12.34, -2.24, 14.57], [-12.62, 0.17, 14.95], [-13.06, 0.31, 17.23], [-12.13, -1.05, 17.67], [-13.62, -1.25, 16.63], [-10.48, -0.08, 16.65], [-17.59, -0.26, 9.82], [-18.92, -1.03, 10.13], [-19.84, -1.15, 8.97], [-18.64, -2.41, 10.43], [-17.11, -0.67, 8.93], [-16.94, -0.38, 10.69], [-17.78, 0.81, 9.70], [-19.39, -0.58, 11.00], [-19.40, -1.43, 8.02], [-20.11, -0.12, 8.77], [-20.70, -1.74, 9.26], [-18.14, -2.70, 9.66], [-21.89, 2.14, 16.15], [-21.62, 1.56, 17.49], [-22.84, 1.17, 18.34], [-20.89, 0.36, 17.17], [-20.94, 2.19, 15.61], [-22.35, 3.13, 16.22], [-22.53, 1.56, 15.49], [-20.99, 2.23, 18.07], [-23.51, 2.01, 18.53], [-22.52, 0.85, 19.33], [-23.46, 0.41, 17.87], [-21.55, -0.23, 16.81], [-21.61, -4.08, 12.34], [-20.75, -5.08, 11.52], [-21.20, -5.02, 10.09], [-19.47, -4.64, 11.64], [-21.16, -3.89, 13.31], [-22.60, -4.49, 12.58], [-21.66, -3.06, 11.96], [-20.66, -6.07, 11.98], [-21.19, -4.03, 9.63], [-22.20, -5.46, 10.08], [-20.56, -5.62, 9.44], [-19.36, -3.88, 11.06], [-15.93, 4.47, 17.42], [-15.96, 3.06, 16.76], [-15.93, 1.88, 17.64], [-17.14, 2.96, 16.03], [-16.06, 5.30, 16.72], [-14.97, 4.57, 17.92], [-16.74, 4.47, 18.15], [-15.12, 2.98, 16.06], [-14.97, 1.68, 18.11], [-16.04, 0.95, 17.07], [-16.72, 1.85, 18.38], [-17.29, 2.02, 15.91], [-15.81, 2.54, 12.61], [-17.22, 3.10, 12.57], [-18.25, 2.05, 12.99], [-17.42, 4.14, 13.47], [-15.71, 1.64, 12.00], [-15.49, 2.27, 13.62], [-15.17, 3.24, 12.08], [-17.42, 3.43, 11.55], [-18.36, 1.22, 12.28], [-19.20, 2.58, 13.08], [-18.02, 1.69, 13.99], [-17.21, 3.81, 14.35], [-18.49, -4.82, 14.79], [-17.23, -5.48, 14.31], [-16.45, -6.27, 15.33], [-17.63, -6.40, 13.31], [-19.01, -4.22, 14.04], [-18.19, -4.17, 15.61], [-19.24, -5.51, 15.19], [-16.55, -4.71, 13.95], [-17.06, -7.09, 15.72], [-16.22, -5.62, 16.17], [-15.52, -6.65, 14.90], [-18.10, -5.88, 12.65], [-25.97, 2.96, 12.05], [-25.78, 1.47, 11.73], [-25.92, 1.27, 10.20], [-24.61, 1.68, 9.51], [-23.43, 0.93, 10.17], [-23.26, 1.15, 11.67], [-24.52, 0.91, 12.33], [-24.54, 1.02, 13.76], [-22.21, 0.10, 12.13], [-22.62, 2.56, 11.85], [-27.03, 0.78, 12.32], [-25.26, 3.58, 11.49], [-25.93, 3.19, 13.11], [-27.01, 3.15, 11.80], [-26.16, 0.21, 10.05], [-26.77, 1.86, 9.86], [-24.42, 2.76, 9.52], [-24.59, 1.41, 8.45], [-22.54, 1.18, 9.60], [-23.55, -0.11, 9.87], [-21.29, 0.34, 11.60], [-21.98, 0.16, 13.20], [-22.47, -0.93, 11.89], [-21.63, 2.64, 11.42], [-23.26, 3.35, 11.45], [-22.54, 2.78, 12.92], [-27.12, -0.30, 12.21], [-27.93, 1.19, 11.86], [-27.10, 0.90, 13.40], [-24.50, 0.09, 13.98]]}

=====

Entry 3:
{"formula": "C28H84O24", "method": "wB97M-V/def2-TZVPD", "e_tot_ha": -2922.7938, "total_charge": 0, "relative_energy_kcal_mol": 0.0, "elements": ["C", "C", "O", "O", "H", "H", "H", "H", "H", "H", "C", "C", "O", "O", "H", "H", "H", "H", "H", "H", "C", "C", "O", "O", "H", "H", "H", "H", "H", "H", "C", "C", "O", "O", "H", "H", "H", "H", "H", "H", "C", "C", "O", "O", "H", "H", "H", "H", "H", "H", "C", "C", "O", "O", "H", "H", "H", "H", "H", "H", "C", "C", "O", "O", "H", "H", "H", "H", "H", "H", "C", "C", "O", "O", "H", "H", "H", "H", "H", "H", "C", "C", "O", "O", "H", "H", "H", "H", "H", "H", "C", "C", "O", "O", "H", "H", "H", "H", "H", "H", "C", "C", "O", "H", "H", "H", "H", "H", "H", "C", "C", "O", "H", "H", "H", "H", "H", "H", "C", "C", "O", "H", "H", "H", "H", "H", "H", "C", "C", "O", "H", "H", "H", "H", "H", "H"], "positions_angstrom": [[-1.92, 0.98, -4.37], [-2.32, -0.34, -4.95], [-1.76, -1.40, -4.13], [-2.58, 1.46, -3.21], [-1.91, 1.78, -5.12], [-0.83, 0.79, -4.14], [-1.88, -0.38, -5.90], [-3.38, -0.45, -4.80], [-2.32, -1.41, -3.33], [-2.40, 0.84, -2.47], [0.37, -4.92, 1.64], [-0.11, -4.59, 0.28], [-1.46, -4.12, 0.39], [0.16, -3.78, 2.52], [1.40, -5.24, 1.71], [-0.17, -5.81, 2.02], [-0.07, -5.42, -0.43], [0.50, -3.83, -0.18], [-1.63, -3.79, 1.28], [1.01, -3.32, 2.32], [3.09, -0.33, -4.24], [1.83, -1.25, -4.54], [0.85, -1.01, -3.53], [2.84, 1.02, -4.06], [3.89, -0.43, -5.04], [3.59, -0.72, -3.38], [2.05, -2.31, -4.65], [1.38, -0.96, -5.52], [-0.01, -1.27, -3.91], [1.92, 1.15, -3.64], [3.49, -2.92, 3.41], [2.72, -1.90, 4.22], [2.40, -0.82, 3.39], [2.82, -3.21, 2.19], [3.63, -3.83, 3.90], [4.45, -2.42, 3.19], [3.27, -1.58, 5.14], [1.72, -2.22, 4.48], [1.74, -0.22, 3.81], [3.07, -2.44, 1.65], [-2.31, -2.08, 3.53], [-1.46, -0.90, 3.23], [-2.37, -0.07, 2.53], [-2.79, -2.77, 2.31], [-3.20, -1.79, 4.13], [-1.67, -2.80, 4.01], [-0.53, -1.10, 2.65], [-1.09, -0.31, 4.08], [-2.10, 0.33, 1.65], [-3.27, -2.16, 1.81], [-2.73, -4.71, -3.36], [-3.62, -4.93, -2.14], [-3.46, -3.87, -1.26], [-1.51, -4.25, -2.83], [-3.10, -3.98, -4.02], [-2.58, -5.62, -3.88], [-3.32, -5.90, -1.62], [-4.65, -4.93, -2.44], [-2.73, -4.04, -0.70], [-1.11, -3.68, -3.47], [0.54, -0.84, -0.32], [0.91, 0.61, -0.50], [0.59, 1.11, -1.85], [-0.84, -0.96, -0.77], [0.59, -1.18, 0.71], [1.22, -1.42, -0.95], [1.99, 0.85, -0.33], [0.32, 1.19, 0.21], [0.39, 0.33, -2.36], [-1.07, -1.91, -0.44], [5.80, 0.06, 1.00], [5.51, 1.23, 1.93], [4.89, 0.77, 3.12], [4.53, -0.59, 0.63], [6.25, -0.74, 1.64], [6.47, 0.08, 0.12], [4.88, 1.98, 1.49], [6.45, 1.66, 2.23], [4.08, 0.27, 2.95], [4.12, -0.04, -0.10], [-0.45, 4.24, -3.59], [0.07, 4.21, -2.16], [-0.83, 3.45, -1.32], [-1.68, 5.00, -3.66], [-0.69, 3.21, -3.78], [0.37, 4.63, -4.21], [0.03, 5.25, -1.81], [1.13, 3.93, -2.10], [-0.59, 2.50, -1.59], [-2.38, 4.53, -3.17], [-5.17, -0.98, -1.87], [-5.31, -1.10, -0.37], [-5.57, -2.40, 0.18], [-3.85, -1.49, -2.29], [-5.13, 0.10, -2.05], [-5.95, -1.33, -2.56], [-6.27, -0.61, -0.16], [-4.48, -0.59, 0.18], [-4.87, -3.04, 0.09], [-3.61, -2.33, -1.78], [1.76, 3.90, 2.09], [0.26, 3.78, 2.09], [-0.13, 2.51, 2.52], [2.03, 4.90, 1.70], [2.14, 3.15, 1.46], [2.13, 3.76, 3.12], [-0.18, 3.90, 1.07], [-0.20, 4.58, 2.68], [-0.96, 2.36, 2.03], [0.72, 0.98, 6.86], [0.21, 1.65, 5.62], [0.74, 1.02, 4.45], [1.69, 1.34, 7.13], [0.76, -0.09, 6.65], [-0.08, 1.22, 7.62], [0.57, 2.72, 5.62], [-0.89, 1.64, 5.48], [0.39, 1.51, 3.68], [4.16, 4.13, -1.18], [4.83, 2.78, -1.41], [3.79, 1.76, -1.50], [3.44, 4.05, -0.35], [3.49, 4.31, -2.03], [4.90, 4.97, -1.04], [5.51, 2.46, -0.57], [5.42, 2.78, -2.32], [3.57, 1.78, -2.48], [-4.29, 3.29, -0.03], [-3.41, 2.69, 1.07], [-2.09, 2.28, 0.63], [-5.27, 3.56, 0.37], [-4.43, 2.52, -0.80], [-3.86, 4.25, -0.35], [-3.83, 1.73, 1.49], [-3.43, 3.38, 1.92], [-1.69, 3.00, 0.06]]}